No. 1
Below is 8 unconnected molecules or ions with the total composition C4H24N2O8, with properties calculated with the ωB97M-V functional and the def2-TZVPD basis.

Atoms and positions in Å:
1 C -0.772 1.102 -3.045
2 N -0.408 0.875 -1.661
3 C -0.294 2.085 -0.833
4 C -0.665 -0.340 -1.115
5 O -1.057 -1.272 -1.820
6 C -0.190 -0.691 0.298
7 N -1.036 -0.197 1.356
8 H -0.454 2.043 -3.456
9 H -1.839 0.999 -3.179
10 H -0.375 0.291 -3.649
11 H -0.159 1.801 0.201
12 H 0.455 2.723 -1.275
13 H -1.236 2.644 -0.901
14 H 0.825 -0.302 0.392
15 H 0.025 -1.750 0.201
16 H -1.810 -0.824 1.538
17 H -0.465 0.160 2.106
18 O 0.948 1.043 3.145
19 H 1.370 1.906 3.093
20 H 0.742 0.793 4.057
21 O -3.036 -2.422 0.024
22 H -2.274 -2.420 -0.546
23 H -3.396 -1.525 -0.084
24 O -3.984 0.700 -0.642
25 H -3.137 0.732 -1.089
26 H -3.819 1.238 0.119
27 O 1.700 -3.720 1.005
28 H 1.401 -2.873 0.621
29 H 1.231 -3.575 1.828
30 O 2.005 -1.651 2.995
31 H 2.841 -1.324 2.673
32 H 1.485 -0.834 2.899
33 O 2.702 -0.130 -1.698
34 H 2.795 -0.804 -2.374
35 H 1.929 0.339 -1.990
36 O 2.458 1.866 0.522
37 H 2.140 1.778 -0.383
38 H 3.350 1.537 0.668

Results
Energy relative to the best compared isomer or geometry (same formula, charge and spin), kcal/mol: 45.8
Calculated total energy, eV: -23897.4735
Structure (SMILES): CN(C)C(=O)CN.O.O.O.O.O.O.O
Gap between HOMO and LUMO, eV: 9.43
LUMO, Eh: -0.0009
Spin multiplicity: 1

No. 2
Below is 8 unconnected molecules or ions with the total composition C4H24O7, with properties calculated with the ωB97M-V functional and the def2-TZVPD basis.

Atoms and positions in Å:
1 C 0.721 1.959 0.542
2 C -0.745 1.879 0.966
3 C -1.497 0.805 0.180
4 C -0.843 1.575 2.461
5 H 1.049 3.011 0.567
6 H 1.426 1.359 1.196
7 H 0.822 1.655 -0.490
8 H -1.276 2.888 0.777
9 H -2.501 0.709 0.485
10 H -1.055 -0.223 0.311
11 H -1.508 0.998 -0.850
12 H -0.226 2.268 3.055
13 H -1.904 1.619 2.878
14 H -0.424 0.522 2.654
15 O -0.959 -0.774 -2.807
16 H -1.913 -0.799 -2.555
17 H -0.783 0.168 -2.886
18 O 0.319 -1.851 2.762
19 H 0.841 -2.466 3.277
20 H 0.947 -1.518 2.123
21 O -1.279 -2.780 0.819
22 H -1.575 -3.680 1.057
23 H -0.777 -2.451 1.555
24 O 0.511 -2.179 -1.057
25 H -0.168 -2.556 -0.468
26 H 0.041 -1.624 -1.726
27 O -0.021 1.718 -2.904
28 H 0.031 2.268 -2.107
29 H 0.912 1.290 -3.024
30 O 2.027 -0.019 -2.974
31 H 2.795 -0.279 -2.477
32 H 1.456 -0.787 -2.981
33 O 2.049 -1.056 0.852
34 H 1.535 -1.530 0.108
35 H 1.975 -0.115 0.681

Results
Energy relative to the best compared isomer or geometry (same formula, charge and spin), kcal/mol: 0.0
Calculated total energy, eV: -18870.8349
Structure (SMILES): CC(C)C.O.O.O.O.O.O.O
Gap between HOMO and LUMO, eV: 11.47
LUMO, Eh: 0.0187
Spin multiplicity: 1

No. 3
Below is 10 unconnected molecules or ions with the total composition C4H25NO11S, with properties calculated with the ωB97M-V functional and the def2-TZVPD basis.

Atoms and positions in Å:
1 C -0.101 1.196 1.883
2 N -0.547 0.329 0.802
3 C 0.416 0.158 -0.225
4 C -0.106 0.263 -1.628
5 S -0.470 1.980 -2.059
6 C 0.981 -1.306 -0.206
7 O 0.240 -2.273 -0.139
8 O 2.260 -1.336 -0.261
9 H 0.885 0.769 2.365
10 H 0.536 2.118 1.667
11 H -0.582 1.372 2.823
12 H -1.505 0.906 0.518
13 H 1.205 0.838 -0.093
14 H -0.953 -0.465 -1.848
15 H 0.602 -0.329 -2.333
16 H -0.884 -3.375 1.628
17 H -0.389 -1.976 1.874
18 O -0.650 -2.802 2.377
19 H 3.452 -2.896 -0.983
20 H 2.015 -3.107 -1.052
21 O 2.806 -3.460 -1.419
22 H -3.010 -0.601 2.169
23 H -3.621 0.102 1.002
24 O -3.700 0.042 2.006
25 H -2.723 3.011 0.828
26 H -1.538 3.796 0.366
27 O -2.479 3.831 0.554
28 H 1.698 3.332 -1.203
29 H 0.943 2.581 -0.094
30 O 1.718 3.215 -0.248
31 H 3.036 1.583 -0.273
32 H 3.386 0.149 -0.532
33 O 3.650 1.069 -0.707
34 H -2.928 -0.714 -0.816
35 H -2.872 0.691 -0.469
36 O -3.581 -0.001 -0.738
37 H 2.031 -1.380 2.712
38 H 2.913 -0.823 1.600
39 O 2.640 -0.611 2.454
40 H -1.199 -2.143 -0.938
41 H -2.060 -2.385 -2.164
42 O -2.181 -2.287 -1.175

Results
Energy relative to the best compared isomer or geometry (same formula, charge and spin), kcal/mol: 60.3
Calculated total energy, eV: -39402.1677
Gap between HOMO and LUMO, eV: 6.44
LUMO, Eh: 0.1940
Charge: -2
Spin multiplicity: 1

No. 4
Below is 14 unconnected molecules or ions with the total composition C4H26BO21, with properties calculated with the ωB97M-V functional and the def2-TZVPD basis.

Atoms and positions in Å:
1 O 0.357 1.621 -3.982
2 C 0.091 0.953 -3.022
3 O 0.414 1.269 -1.784
4 B 0.048 0.190 -0.860
5 O -0.517 -0.875 -1.740
6 C -0.590 -0.420 -2.984
7 O -1.049 -1.010 -3.914
8 O -0.964 0.636 0.112
9 C -0.627 0.169 1.288
10 O -1.267 0.246 2.303
11 C 0.770 -0.472 1.170
12 O 1.180 -0.325 -0.070
13 O 1.429 -0.925 2.071
14 O -0.682 -3.306 -0.149
15 H -0.328 -3.399 0.749
16 H -1.431 -2.705 -0.072
17 O 2.561 -3.982 0.843
18 H 1.865 -3.400 0.522
19 H 2.115 -4.627 1.396
20 O -0.635 3.829 -0.514
21 H -1.094 4.301 0.188
22 H 0.268 3.729 -0.197
23 O -3.520 -2.128 2.648
24 H -3.043 -2.792 3.154
25 H -2.928 -1.364 2.644
26 O -3.056 2.794 2.694
27 H -2.383 2.100 2.644
28 H -2.696 3.445 3.302
29 O 2.447 0.211 4.349
30 H 2.068 -0.034 3.480
31 H 2.760 1.113 4.235
32 O 4.443 -1.974 4.032
33 H 4.572 -1.953 3.079
34 H 3.720 -1.349 4.192
35 O 0.690 -3.939 -2.492
36 H 0.577 -3.135 -3.007
37 H 0.213 -3.760 -1.660
38 O -0.002 -3.269 2.583
39 H 0.389 -2.739 3.288
40 H 0.040 -4.179 2.896
41 O -1.438 2.198 -6.274
42 H -1.241 3.140 -6.313
43 H -1.070 1.931 -5.420
44 O 0.256 4.376 -4.778
45 H 0.121 4.816 -3.934
46 H 0.568 3.489 -4.538
47 O 3.484 3.017 -2.122
48 H 2.705 3.008 -1.558
49 H 3.497 3.894 -2.517
50 O -4.224 0.511 0.980
51 H -3.929 1.090 1.691
52 H -4.933 -0.013 1.367

Results
Energy relative to the best compared isomer or geometry (same formula, charge and spin), kcal/mol: 15.0
Calculated total energy, eV: -48253.4177
Gap between HOMO and LUMO, eV: 9.74
LUMO, Eh: 0.0646
Charge: -1
Spin multiplicity: 1

No. 5
Below is 8 unconnected molecules or ions with the total composition C4H26N3O8, with properties calculated with the ωB97M-V functional and the def2-TZVPD basis.

Atoms and positions in Å:
1 C 1.551 0.788 2.400
2 N 0.859 -0.440 2.793
3 C 0.990 -1.559 1.875
4 O 2.240 -1.912 1.470
5 C 0.755 1.326 1.106
6 N -0.681 1.473 1.275
7 C -1.487 0.967 0.171
8 N -2.798 0.287 0.369
9 H 2.629 0.692 2.110
10 H 1.649 1.588 3.165
11 H 0.969 -0.726 3.752
12 H 0.480 -1.115 0.973
13 H 0.400 -2.413 2.303
14 H 1.113 0.619 0.315
15 H 1.081 2.316 0.896
16 H -1.047 1.169 2.176
17 H -0.992 0.256 -0.521
18 H -1.696 1.861 -0.462
19 H -2.641 -0.394 1.104
20 H -3.573 0.981 0.455
21 H -3.104 -0.720 -1.625
22 H -1.712 -0.996 -1.885
23 O -2.532 -0.690 -2.404
24 H 3.749 0.503 -1.480
25 H 2.386 0.189 -1.438
26 O 2.956 1.026 -1.730
27 H -1.679 -0.575 2.701
28 H -1.560 -2.038 2.967
29 O -2.150 -1.414 2.541
30 H 0.885 0.934 -3.754
31 H 2.333 1.238 -3.336
32 O 1.651 1.467 -4.006
33 H 0.726 -1.563 -1.195
34 H 0.214 -1.604 -2.634
35 O -0.152 -1.741 -1.738
36 H -2.732 1.777 -1.462
37 H -3.156 1.219 -2.773
38 O -3.177 2.057 -2.291
39 H 2.780 -1.744 -1.559
40 H 2.286 -1.849 0.375
41 O 2.187 -1.239 -0.998

Results
Energy relative to the best compared isomer or geometry (same formula, charge and spin), kcal/mol: 0.0
Calculated total energy, eV: -25420.7183
Gap between HOMO and LUMO, eV: 8.68
LUMO, Eh: 0.1068
Charge: -1
Spin multiplicity: 1

No. 6
Below is 9 unconnected molecules or ions with the total composition C4H26NO10, with properties calculated with the ωB97M-V functional and the def2-TZVPD basis.

Atoms and positions in Å:
1 O 2.995 0.488 1.709
2 C 2.616 -0.416 0.765
3 C 1.586 0.049 -0.306
4 N 0.863 -1.136 -0.876
5 C 1.783 -2.148 -1.496
6 C 0.616 1.253 0.257
7 O 3.037 -1.546 0.844
8 H 3.750 0.422 2.312
9 H 2.076 0.349 -1.360
10 H 0.341 -0.809 -1.678
11 H 0.245 -1.424 -0.066
12 H 1.469 -3.008 -1.968
13 H 2.459 -2.643 -0.772
14 H 2.476 -1.615 -2.297
15 H 1.114 2.211 0.005
16 H -0.164 1.345 -0.454
17 H 0.505 1.423 1.317
18 H -3.978 -0.049 -0.950
19 H -3.103 0.287 0.275
20 O -3.865 0.560 -0.185
21 H -1.231 -2.691 0.894
22 H -2.572 -2.395 0.305
23 O -1.668 -2.662 -0.007
24 H -1.601 0.738 -1.769
25 H -1.347 0.670 -3.369
26 O -1.004 0.403 -2.484
27 H -1.564 3.099 -1.254
28 H -2.953 2.671 -0.704
29 O -2.138 2.276 -1.056
30 H -0.712 2.404 3.651
31 H -2.133 1.857 3.320
32 O -1.259 1.612 3.163
33 H 1.297 -2.391 2.991
34 H 0.498 -1.060 2.933
35 O 1.084 -1.554 2.441
36 H -1.540 0.258 1.756
37 H -2.185 -0.848 2.695
38 O -1.774 -0.694 1.843
39 H 1.257 1.483 -3.403
40 H 2.597 1.479 -3.897
41 O 2.129 1.754 -3.127

Results
Energy relative to the best compared isomer or geometry (same formula, charge and spin), kcal/mol: 101.8
Calculated total energy, eV: -26527.1932
Gap between HOMO and LUMO, eV: 10.62
LUMO, Eh: -0.0964
Charge: +1
Spin multiplicity: 1